ORCA calculation (ωB97M-V/def2-TZVPD) on a cluster of 5 separate species, C13H19BCl8F3N2O4 in total.

Last column: Löwdin charge in e.
Atoms and positions in Å:
N1 3.726453 -2.879410 -2.832101  0.112
B1 2.324595 -2.454691 -2.340032  -0.416
O1 1.324607 -3.534401 -2.218349  0.046
C1 2.100759 -0.866340 -1.959834  0.085
C2 3.407859 0.173283 -1.877792  0.098
N2 3.255863 1.636927 -1.504315  0.037
C3 1.885029 2.249895 -1.148740  0.108
C4 0.484442 1.364654 -1.186273  -0.023
C5 -0.910845 2.126913 -0.768752  -0.110
C6 -0.993415 2.029294 0.898399  -0.209
O2 -0.001419 2.925562 1.555840  -0.191
C7 0.634549 -0.220128 -1.602875  0.097
C8 -0.779957 -1.105974 -1.590648  -0.193
O3 -1.100054 -1.766892 -2.705561  0.076
O4 -1.540881 -1.079659 -0.332036  0.055
C9 -2.825490 -1.788746 -0.435531  -0.220
F1 -3.508898 -1.595144 0.897837  0.043
F2 -2.594978 -3.264423 -0.541554  0.050
F3 -3.762492 -1.248364 -1.448074  0.076
H1 4.470385 -2.383738 -2.271899  0.067
H2 3.778433 -3.906634 -2.583307  0.102
H3 0.936327 -3.584461 -1.294039  0.124
H4 4.486765 -0.208772 -2.121172  0.140
H5 4.061880 2.325425 -1.457581  0.167
H6 1.782020 3.396493 -0.836303  0.157
H7 -0.780080 3.287513 -1.006385  0.141
H8 -1.877277 1.694645 -1.287761  0.139
H9 -0.704956 0.909774 1.185790  0.130
H10 -2.093985 2.202345 1.256765  0.143
H11 0.350645 2.390227 2.338598  0.046
C10 -5.949365 -4.274538 0.150162  -1.081
Cl1 -5.807580 -4.901979 1.796813  0.511
Cl2 -7.614895 -3.803966 -0.209952  0.513
H12 -5.302081 -3.400368 0.045662  -0.005
H13 -5.638541 -5.050063 -0.554074  -0.115
C11 0.867949 4.609934 4.304618  -1.007
Cl3 2.191412 4.559569 5.475581  0.494
Cl4 -0.224693 3.237079 4.520288  0.567
H14 0.306122 5.536976 4.442503  0.041
H15 1.284735 4.577801 3.295035  0.008
C12 5.694935 6.326595 4.056679  -1.014
Cl5 4.225824 5.662614 3.331358  0.468
Cl6 7.032001 5.174800 3.953079  0.505
H16 5.971293 7.241267 3.526518  0.032
H17 5.501472 6.553582 5.107891  0.035
C13 -3.590815 -5.628329 -2.802932  -1.007
Cl7 -4.530327 -6.504269 -1.588315  0.600
Cl8 -2.975188 -6.726211 -4.044209  0.527
H18 -4.231002 -4.879617 -3.275859  0.039
H19 -2.747143 -5.136048 -2.313160  0.012

Forces on atoms 1 to 3 (eV/Å):
N -2.41 0.19 3.00
B 1.23 -2.36 -0.42
O 1.69 2.69 1.47

The calculation puts the frontier orbital gap at 6.072 eV. The LUMO energy comes out at -5.8801 eV. Its total charge is +1.

=====

ORCA calculation (ωB97M-V/def2-TZVPD) on a cluster of 2 separate species, C13H19BF9I2N2O2PS in total.

Last column: Löwdin charge in e.
Atoms and positions in Å:
C1 -2.490166 -1.634261 -1.450407  -0.191
C2 -1.533545 -2.543471 -0.639536  -0.822
I1 -2.582259 -4.392061 -0.249306  1.025
C3 -1.093364 -1.959396 0.705526  -0.773
I2 -2.723852 -1.373212 1.989596  0.915
C4 -0.124472 -0.788141 0.591553  -0.340
C5 -0.596018 0.494293 -0.101287  -0.085
N1 0.746647 1.166736 -0.280382  -0.052
C6 0.779910 2.552229 -0.786676  -0.092
C7 1.174688 3.565740 0.288298  -0.130
C8 0.458858 3.379264 1.629081  -0.055
C9 1.194780 4.166926 2.719490  -0.448
F1 0.309149 4.550822 3.660701  0.135
F2 1.803938 5.249307 2.219556  0.144
C10 2.255033 3.283664 3.456942  -0.547
F3 3.301032 4.028172 3.809817  0.183
F4 2.714043 2.308671 2.649358  0.137
F5 1.749230 2.724862 4.542001  0.197
C11 1.520550 0.092036 -1.009060  -0.507
N2 0.919404 -0.266285 -2.294807  0.073
C12 1.481582 -1.096788 -2.996023  -0.802
S1 2.089517 -2.380274 -3.600214  0.873
P1 3.352604 0.464205 -1.299502  0.914
O1 3.728398 1.421849 -0.033101  -0.246
O2 3.379070 1.501825 -2.570151  -0.251
C13 1.289317 -1.069115 -0.027337  -0.069
H1 -1.961887 -1.242729 -2.321825  0.066
H2 -2.829288 -0.776809 -0.875522  0.028
H3 -3.348177 -2.190428 -1.800825  0.047
H4 -0.661310 -2.756715 -1.249729  0.058
H5 -0.568679 -2.744256 1.241481  0.065
H6 -0.006287 -0.460024 1.628582  0.109
H7 -1.180695 1.200278 0.483759  0.126
H8 -1.089207 0.417520 -1.062065  0.112
H9 1.138401 1.063308 0.658563  0.141
H10 -0.204364 2.813623 -1.165330  0.143
H11 1.449145 2.655178 -1.632568  0.117
H12 0.879750 4.537824 -0.096005  0.133
H13 2.254716 3.607381 0.380202  0.114
H14 -0.572458 3.717270 1.609427  0.143
H15 0.449123 2.348890 1.985308  0.115
H16 4.530522 1.067128 0.363339  0.065
H17 2.590334 1.374358 -3.117502  0.051
H18 1.502819 -2.060662 -0.404446  0.126
H19 2.007265 -0.913682 0.785928  0.123
B1 -5.505051 -7.028327 -1.271160  -1.283
F6 -4.806696 -6.262950 -2.235065  0.030
F7 -5.444920 -8.386290 -1.607619  0.086
F8 -4.887142 -6.824277 -0.013334  0.022
F9 -6.839989 -6.603207 -1.207724  0.082

Forces on atoms 1 to 3 (eV/Å):
C 0.68 -0.02 -0.16
C -1.37 0.25 0.38
I 0.18 -0.23 -0.24

The calculation puts the frontier orbital gap at 7.181 eV. The LUMO energy comes out at -1.7696 eV.

=====

ORCA calculation (ωB97M-V/def2-TZVPD) on a structure of composition C13H19BNO9Tl.

Last column: Löwdin charge in e.
Atoms and positions in Å:
Tl1 2.192596 -1.150846 1.734644  1.116
O1 -0.330904 -2.440276 0.754414  -0.013
C1 -1.168494 -3.348296 0.627614  -0.272
O2 -0.972874 -4.722416 0.635264  0.232
B1 -2.371584 -5.298396 0.770834  -0.761
O3 -3.282764 -4.292426 0.168174  0.246
C2 -2.632634 -3.086136 0.308404  -0.232
O4 -3.033754 -1.896316 0.082254  0.165
O5 -2.756324 -5.569026 2.217624  0.280
C3 -3.278194 -6.770716 2.279614  -0.293
O6 -3.687414 -7.242426 3.315204  0.337
C4 -3.240154 -7.440306 0.916584  -0.195
O7 -2.630724 -6.574556 0.084224  0.295
O8 -3.655424 -8.579546 0.601734  0.304
C5 1.547076 2.723674 2.129344  -0.048
C6 1.170946 2.862864 0.698694  -0.439
C7 2.406376 3.494634 -0.017306  -0.119
C8 2.225286 3.569024 -1.487276  -0.189
C9 1.973876 2.206494 -2.079966  -0.110
C10 0.862516 1.383224 -1.381236  -0.436
N1 1.039056 1.485144 0.121234  -0.013
O9 0.152056 0.785694 0.767484  -0.064
C11 -0.511894 1.654204 -1.915596  0.014
C12 1.150676 -0.041956 -1.808726  -0.024
C13 -0.172084 3.620174 0.646084  0.043
H1 2.508916 2.284334 2.393784  0.092
H2 0.775036 2.256614 2.740834  0.100
H3 1.629506 3.722784 2.557234  0.116
H4 2.593766 4.535804 0.245274  0.147
H5 3.308256 2.921344 0.197284  0.136
H6 3.117386 4.036204 -1.904416  0.139
H7 1.431656 4.288124 -1.690126  0.123
H8 2.915766 1.657934 -2.084966  0.128
H9 1.928926 2.389324 -3.153586  0.147
H10 -1.336614 1.101584 -1.465556  0.110
H11 -0.658444 2.728654 -1.805236  0.099
H12 -0.655154 1.443074 -2.975316  0.125
H13 1.033066 -0.201006 -2.880636  0.121
H14 2.204456 -0.302096 -1.708826  0.089
H15 0.562746 -0.747816 -1.222046  0.078
H16 -0.281814 4.395224 -0.112446  0.110
H17 -0.417614 4.097314 1.594844  0.112
H18 -0.983104 2.891924 0.646134  0.089
H19 -0.671964 1.169184 0.458444  0.118

Forces on atoms 1 to 3 (eV/Å):
Tl -0.22 -0.28 -0.02
O -1.70 -2.86 -0.15
C 2.81 -0.28 0.19

The calculation puts the frontier orbital gap at 1.575 eV. The LUMO energy comes out at -13.6614 eV. Its total charge is +2. The relative energy (zero: lowest compared OMol25 entry of this formula, charge and spin) is 341.1 kJ/mol.

=====

ORCA calculation (ωB97M-V/def2-TZVPD) on a structure of composition C13H19BeBr2ClF5MgN2O10S3.

Last column: Löwdin charge in e.
Atoms and positions in Å:
C1 1.868675 -0.614874 3.478523  -0.181
C2 1.594135 -1.132189 2.106821  -0.299
C3 2.913820 -1.611429 1.487008  -0.076
C4 2.734631 -2.953991 0.748270  -0.324
O1 1.302912 -3.333569 0.708771  -0.214
C5 0.780699 -3.364557 -0.604812  -0.266
O2 0.913271 -2.452973 -1.359358  0.137
C6 3.543865 -4.084055 1.300441  -0.681
Br1 5.004337 -4.487270 0.197711  0.895
C7 3.330579 -4.769734 2.430730  -0.703
C8 4.106633 -5.903057 2.971031  -0.140
Br2 1.864549 -4.321649 3.537936  0.910
H1 2.335215 -1.352399 4.114573  0.063
H2 2.415830 0.321844 3.507629  0.099
H3 0.720534 -0.338930 3.921885  -0.105
H4 0.878858 -1.925224 2.246258  -0.065
H5 1.202504 -0.301953 1.536573  0.103
H6 3.697257 -1.681124 2.230154  0.131
H7 3.250729 -0.859797 0.786206  0.136
H8 3.065653 -2.806066 -0.263801  0.105
H9 0.328899 -4.313084 -0.886912  0.169
H10 3.575851 -6.830174 2.778173  0.099
H11 5.084028 -5.967910 2.516720  0.053
H12 4.227094 -5.814081 4.042023  0.079
N1 -0.957904 2.408584 0.070347  -0.325
S1 -1.049745 1.879835 1.552781  0.515
O3 -2.126296 2.377090 2.324268  -0.225
O4 0.193418 1.636709 2.222444  -0.291
F1 -1.529267 0.366878 1.209196  -0.241
S2 -0.553037 3.939658 -0.085754  0.496
O5 -0.819711 4.370131 -1.421921  -0.291
O6 0.673199 4.286811 0.539069  -0.243
F2 -1.657720 4.657806 0.766180  -0.144
Be1 -0.328250 -2.787082 1.539090  0.748
N2 -1.423422 0.708932 -2.077497  0.066
C9 -1.721689 1.745589 -2.867350  -0.174
C10 -1.354345 1.392400 -4.155060  -0.137
C11 -0.826128 0.071553 -4.120257  -0.041
C12 -0.874289 -0.304234 -2.804754  -0.070
H13 -1.561712 0.714563 -1.073836  0.116
H14 -2.151353 2.646305 -2.436888  0.087
H15 -1.433187 2.007106 -5.050670  0.074
H16 -0.438157 -0.501963 -4.942773  0.111
H17 -0.542799 -1.197801 -2.306691  0.091
C13 -5.806509 2.701778 -3.968782  -0.663
F3 -6.008842 2.169716 -2.778702  0.183
F4 -4.853695 1.962673 -4.621945  0.083
F5 -6.917461 2.702366 -4.667632  0.195
S3 -5.138379 4.392682 -3.824308  0.547
O7 -3.844242 4.148916 -3.110767  -0.369
O8 -6.085275 5.160845 -3.111105  -0.186
O9 -4.809363 4.742822 -5.198969  -0.290
O10 1.945584 3.520539 4.036800  -0.056
H18 1.488408 3.196441 3.251523  -0.009
H19 2.858828 3.636302 3.757859  0.032
Mg1 -2.611220 3.478788 -4.493876  1.188
Cl1 -0.475997 -1.334491 4.317423  0.299

Forces on atoms 1 to 3 (eV/Å):
C -0.71 1.18 1.07
C 1.39 1.43 -0.23
C -0.57 -0.24 -0.28

The calculation puts the frontier orbital gap at 3.943 eV. The LUMO energy comes out at -6.8988 eV. Its total charge is +1.

=====

ORCA calculation (ωB97M-V/def2-TZVPD) on a structure of composition C13H19Br2Cl30NNb.

Last column: Löwdin charge in e.
Atoms and positions in Å:
C1 2.480779 3.367038 2.105269  -0.192
C2 1.226344 2.463774 2.363998  -0.837
Br1 1.666668 0.551327 2.675472  0.580
C3 -0.095113 2.862489 2.393551  -0.850
Br2 -0.374368 4.816981 2.028966  0.488
Nb1 -1.968331 1.640060 2.813340  1.010
N1 -3.183489 3.430299 2.905910  -0.340
H1 2.898945 3.180206 1.081576  0.022
H2 3.273097 2.996566 2.823880  0.064
H3 2.313778 4.447404 2.319734  0.030
H4 -1.719391 1.839414 4.634342  -0.166
H5 -3.536996 0.722490 3.053994  -0.187
H6 -2.267815 1.497763 0.996887  -0.172
H7 -1.164820 0.032193 2.784531  -0.215
H8 -4.122811 3.143670 3.214640  -0.085
H9 -2.831782 3.972433 3.710423  -0.105
C4 2.193392 1.408402 -1.730711  -1.524
Cl1 0.621992 1.817175 -1.039172  0.557
Cl2 3.320055 2.768809 -1.573199  0.564
Cl3 2.852966 -0.039373 -0.960971  0.463
H10 2.059625 1.203031 -2.782471  -0.086
C5 0.543765 -1.635779 -4.207701  -1.536
Cl4 1.435873 -0.178036 -4.666040  0.572
Cl5 1.134862 -3.028481 -5.124880  0.512
Cl6 0.663071 -1.942172 -2.466410  0.529
H11 -0.500988 -1.482244 -4.458014  -0.089
C6 -4.048447 7.039048 4.492863  -1.538
Cl7 -2.613978 6.585022 5.419838  0.520
Cl8 -5.100989 5.642438 4.254145  0.543
Cl9 -4.922243 8.351581 5.300076  0.495
H12 -3.726429 7.392830 3.518499  0.017
C7 3.621125 -2.586524 2.291378  -1.531
Cl10 4.275662 -2.389656 0.662421  0.510
Cl11 2.206363 -3.645039 2.271785  0.538
Cl12 4.857641 -3.224271 3.386583  0.542
H13 3.312938 -1.610412 2.655308  -0.067
C8 -3.645689 -2.796235 -3.921475  -1.553
Cl13 -2.783770 -1.255878 -3.828804  0.572
Cl14 -2.552626 -4.089721 -4.434869  0.530
Cl15 -4.386011 -3.187841 -2.366038  0.543
H14 -4.434794 -2.701656 -4.661258  -0.084
C9 -6.356569 -0.169174 -6.429064  -1.505
Cl16 -4.876547 0.796342 -6.423965  0.535
Cl17 -6.584284 -0.953139 -7.997134  0.491
Cl18 -6.318576 -1.373049 -5.132664  0.580
H15 -7.197697 0.494045 -6.253185  0.018
C10 6.643931 3.298824 -3.180609  -1.558
Cl19 7.313088 1.710717 -3.575435  0.515
Cl20 7.538452 4.037875 -1.846665  0.515
Cl21 6.660339 4.352592 -4.601387  0.510
H16 5.613547 3.165413 -2.867047  -0.062
C11 -9.535065 -2.788040 -9.989295  -1.533
Cl22 -9.662539 -2.519158 -8.247607  0.511
Cl23 -10.897614 -2.040570 -10.832520  0.519
Cl24 -7.999930 -2.168513 -10.619627  0.497
H17 -9.568744 -3.857629 -10.170146  0.013
C12 3.020912 -4.499963 6.303767  -1.560
Cl25 4.462963 -4.936091 7.233068  0.500
Cl26 1.959732 -5.900787 6.108703  0.517
Cl27 2.158295 -3.169061 7.081458  0.535
H18 3.337969 -4.171946 5.319376  -0.070
C13 8.579050 -5.345241 7.563323  -1.553
Cl28 9.446855 -3.808918 7.671199  0.518
Cl29 9.667058 -6.639244 7.044531  0.514
Cl30 7.828520 -5.746657 9.112951  0.509
H19 7.793482 -5.241854 6.820889  -0.001

Forces on atoms 1 to 3 (eV/Å):
C 0.46 -1.57 0.88
C -1.04 2.00 -0.32
Br -0.21 1.33 -0.20

The calculation puts the frontier orbital gap at 6.388 eV. The LUMO energy comes out at 1.4284 eV. Its total charge is -1.

=====

The lowest frontier orbital gap belongs to which entry? C13H19BNO9Tl